one:
Density functional theory data (the ωB97M-V functional and the def2-TZVPD basis) for an isolated molecule of C4H6N2.

Results
SMILES	Cc1ccn[nH]1
HOMO	-9.27	eV

Each line ends with the Löwdin charge.
Positions of all 12 atoms, in Å:
C1 1.59035 -0.63527 0.52922  -0.0378
C2 0.24415 -0.15206 0.03682  -0.2953
C3 -0.66688 0.64142 0.67796  -0.0454
C4 -1.76852 0.76099 -0.21543  -0.1808
N1 -1.60175 0.05008 -1.28886  -0.0022
N2 -0.36820 -0.53252 -1.17149  -0.0062
H1 1.99698 -1.42853 -0.10239  0.0725
H2 2.31741 0.18443 0.55777  0.0762
H3 1.53049 -1.03466 1.55181  0.0801
H4 -0.60471 1.06980 1.66758  0.0996
H5 -2.65393 1.37389 -0.15464  0.0971
H6 -0.01539 -0.29757 -2.08836  0.1422

two:
Density functional theory data (the ωB97M-V functional and the def2-TZVPD basis) for an isolated molecule of C4H6N2.

Results
SMILES	Nc1ccc[nH]1
HOMO	-8.03	eV

Each line ends with the Löwdin charge.
Positions of all 12 atoms, in Å:
N1 -1.34331 0.64286 1.38190  0.0606
C1 -0.51768 0.29372 0.33991  -0.4588
C2 -0.71887 0.03706 -0.94916  -0.0694
C3 0.59291 -0.47712 -1.42632  -0.1268
C4 1.45245 -0.58038 -0.33202  -0.1577
N2 0.85671 0.10425 0.72257  0.0898
H1 -1.97977 1.26377 0.71656  0.1352
H2 -2.18616 0.02637 1.38937  0.0943
H3 -1.66016 0.00122 -1.51414  0.1050
H4 0.79877 -1.31446 -2.23808  0.1219
H5 2.51290 -0.97767 -0.51267  0.1243
H6 1.06775 0.13133 1.63320  0.0816

three:
Density functional theory data (the ωB97M-V functional and the def2-TZVPD basis) for a cluster of 2 separate species, C4H6N2 in total.

Results
HOMO	-10.29	eV

Each line ends with the Löwdin charge.
Positions of all 12 atoms, in Å:
N1 -0.34683 -1.19180 0.86105  0.1202
C1 0.35183 -0.57746 0.00873  -0.3853
C2 0.31723 0.37566 -1.09538  -0.0776
C3 1.64193 -0.25462 -0.60872  -0.0665
C4 -2.47260 1.94820 1.27773  -0.1073
N2 -2.32466 0.78538 1.21468  0.0182
H1 0.24031 -1.79740 1.43899  0.0764
H2 -1.91573 -0.14374 1.12807  0.0017
H3 0.14744 1.42547 -0.87042  0.1036
H4 -0.07834 0.04294 -2.05188  0.1083
H5 2.11250 -1.00831 -1.23371  0.1028
H6 2.32692 0.39569 -0.06914  0.1056

four:
Density functional theory data (the ωB97M-V functional and the def2-TZVPD basis) for an isolated molecule of C4H6N2.

Results
SMILES	Cc1ccn[nH]1
HOMO	-9.08	eV

Each line ends with the Löwdin charge.
Positions of all 12 atoms, in Å:
C1 -1.73114 -0.21563 -0.02593  -0.0341
C2 -0.24625 -0.04058 -0.05000  -0.3274
C3 0.80213 -0.90324 0.18769  -0.0474
C4 1.95876 -0.09446 0.11524  -0.1791
N1 1.66320 1.16642 -0.15837  0.0157
N2 0.32574 1.17166 -0.25720  -0.0094
H1 -2.17718 0.43747 0.73287  0.0796
H2 -2.19832 0.02110 -0.98846  0.0783
H3 -1.98681 -1.24610 0.23002  0.0784
H4 0.74217 -1.96354 0.39268  0.0963
H5 2.99125 -0.37399 0.27449  0.0950
H6 -0.14355 2.04090 -0.45302  0.1541

four wins, 0.625 eV ahead of the next structure.